[1]
84
Properties=species:S:1:pos:R:3:forces:R:3:lowdin_charge:R:1 method="wB97M-V/def2-TZVPD" e_above_lowest_ev=0.4998 homo_lumo_gap_ev=1.121 total_energy_ev=-109001.697 fmax_ha_per_bohr=0.0419
C 2.04975 0.97114 -3.99517 -0.04 -0.59 0.37 0.0340
C 0.83787 1.66097 -3.46202 -0.43 0.66 -0.31 -0.5238
O 0.51090 2.77211 -3.83742 -0.19 0.02 -0.02 0.0588
O 0.10124 1.00310 -2.54625 1.02 -0.21 0.09 -0.0080
C -0.08549 1.70997 -1.29604 -1.03 0.28 0.47 -0.1411
C 0.41387 0.93868 -0.09031 -0.08 0.48 -0.41 -0.1011
C 1.90672 0.77680 -0.10101 0.17 -0.68 -0.14 -0.2821
O 2.69850 1.80138 0.54221 -0.15 0.46 -0.41 0.0675
C 3.96691 1.36066 0.31988 0.31 -0.19 0.23 -0.5867
O 4.93056 2.04561 0.22168 0.04 0.13 0.10 0.1785
O 3.97266 0.00996 0.21752 -0.05 -0.16 -0.35 0.0252
C 2.59504 -0.44863 0.48571 0.24 0.42 0.04 -0.3714
Si 2.51233 -0.59234 2.43438 -0.51 -0.31 1.09 0.6308
C 4.12104 -0.03120 3.22210 0.08 0.06 -0.72 -0.1411
C 2.14962 -2.30435 3.09693 0.17 0.02 -0.20 -0.1678
C 1.16254 0.56970 3.06029 0.41 -0.62 -0.05 -0.1397
P 2.10426 -1.99251 -0.30265 -0.25 -0.82 0.60 0.4771
N 0.71936 -2.46753 0.17940 0.16 0.13 -0.17 -0.1113
O 3.30147 -3.00433 -0.05129 0.00 0.35 -0.43 -0.0960
O 2.06714 -1.71400 -1.88743 0.26 0.24 -0.21 -0.1458
H 1.90449 0.69557 -5.03582 0.02 0.14 -0.15 0.0958
H 2.26105 0.07381 -3.42401 -0.02 -0.13 0.01 0.0593
H 2.89819 1.64318 -3.89979 0.00 0.16 -0.18 0.1038
H 0.33464 2.71227 -1.34697 0.23 0.00 -0.17 0.1331
H -1.16182 1.82709 -1.16576 -0.09 0.08 -0.05 0.1217
H 0.08256 1.53517 0.76139 0.03 -0.08 0.16 0.0863
H -0.07831 -0.03231 -0.09213 0.11 -0.18 0.25 0.1178
H 2.26480 0.79822 -1.13755 -0.30 -0.07 -0.25 0.1385
H 4.09597 1.04240 3.40024 0.10 0.08 0.14 0.0387
H 4.98910 -0.24816 2.60126 0.08 -0.02 -0.04 0.0428
H 4.26650 -0.57445 4.15165 -0.13 0.08 0.18 0.0365
H 2.86457 -2.51673 3.89109 0.09 0.01 0.05 0.0457
H 1.15425 -2.36097 3.52616 -0.16 0.04 -0.09 0.0333
H 2.25495 -3.10995 2.37941 0.09 -0.06 -0.05 -0.0087
H 0.32140 0.62530 2.38148 -0.10 0.10 0.16 0.0153
H 0.80673 0.16488 4.00638 -0.04 0.09 0.15 0.0466
H 1.62004 1.54173 3.23554 -0.26 0.24 -0.05 0.0291
H 0.74670 -3.36547 0.64784 -0.28 0.07 0.20 -0.0002
H 3.93242 -2.97895 -0.78320 0.27 -0.20 0.25 0.0973
H 1.33563 -2.27071 -2.19878 -0.01 0.13 -0.12 0.0884
C -2.43303 3.59448 -5.08676 -0.09 -0.23 0.56 -0.2343
C -2.45318 4.54495 -3.91340 0.19 -0.36 0.61 -0.1407
O -3.58029 5.42778 -4.19436 0.28 -0.12 -0.97 -0.2440
S -4.72910 4.60020 -4.96205 -0.15 -0.59 0.89 0.5712
O -5.71299 4.15716 -4.06653 -0.26 0.05 -0.15 -0.1392
O -5.04423 5.35053 -6.14384 0.68 0.13 -0.14 -0.3109
O -3.81373 3.34360 -5.39163 0.00 0.43 -0.03 -0.2069
H -1.97044 4.05326 -5.97600 0.67 -1.38 0.48 -0.0227
H -1.89907 2.67513 -4.86158 -0.01 -0.06 -0.16 0.1442
H -1.53558 5.12543 -3.82009 -0.12 0.17 0.00 0.1418
H -2.64037 4.01748 -2.97994 0.03 0.01 0.02 0.1550
O 0.32112 3.15564 2.29546 0.11 0.03 -0.40 -0.2178
H 1.19985 3.16430 1.88182 -0.08 0.11 0.13 -0.0535
Ca -2.50569 5.74197 -6.78495 -0.80 1.79 -0.90 1.2777
F 0.30353 -4.61886 3.10192 -0.29 -0.13 -0.02 0.0264
C 0.85654 -5.85771 3.06359 0.26 -0.12 -0.07 -0.2731
C 2.23342 -5.95213 3.11969 -0.29 0.09 0.21 -0.0190
C 2.80503 -7.21686 3.07021 -0.13 -0.14 0.02 -0.0695
C 2.00090 -8.34433 2.96858 -0.04 -0.01 0.00 -0.1031
C 0.61681 -8.21623 2.91317 0.12 0.01 0.00 -0.1041
C 0.03048 -6.95862 2.96359 -0.17 0.03 -0.02 -0.0374
H 2.85975 -5.06775 3.20083 0.20 -0.15 -0.08 0.0684
H 3.88055 -7.29843 3.10907 0.05 0.11 -0.05 0.1001
H 2.45241 -9.32735 2.92861 -0.01 -0.01 0.00 0.0933
H -0.00870 -9.09544 2.82762 -0.02 0.00 0.01 0.0948
H -1.04384 -6.83100 2.92751 0.01 0.02 0.00 0.1082
C -4.69549 3.47502 4.68318 0.06 0.02 0.20 -0.0339
C -3.20852 3.71799 4.52503 -0.06 -0.04 -0.08 -0.5040
O -2.51088 3.95220 5.48110 0.00 0.04 0.04 0.0764
C -2.65571 3.65232 3.12117 0.21 0.16 0.24 -0.0349
H -4.96639 3.54945 5.73369 0.01 0.00 0.01 0.0770
H -5.25853 4.21760 4.11518 -0.03 -0.08 -0.09 0.0770
H -4.95285 2.47959 4.31774 -0.04 0.04 -0.10 0.0799
H -3.14675 4.40614 2.50063 -0.11 -0.10 -0.06 0.0785
H -2.83532 2.66266 2.69715 -0.08 0.03 -0.07 0.0838
H -1.58398 3.83886 3.13038 -0.02 -0.07 -0.02 0.0410
F 4.54949 -4.98016 2.39472 0.15 0.19 -0.07 -0.5394
C -4.22403 0.09858 -4.55651 -0.16 0.03 0.10 0.0380
N -3.68006 -1.24200 -4.90787 0.02 0.05 0.02 -0.4544
O -4.30695 -2.21482 -4.56698 -0.03 -0.07 0.00 0.0960
O -2.63252 -1.24603 -5.52219 0.08 0.03 -0.06 0.0584
H -5.15327 -0.02687 -4.01398 0.00 -0.07 0.01 0.0998
H -3.47655 0.59386 -3.94300 0.04 -0.01 -0.02 0.0899
H -4.38196 0.63131 -5.48890 0.05 0.02 -0.01 0.0889

***

[2]
78
Properties=species:S:1:pos:R:3:forces:R:3:lowdin_charge:R:1 method="wB97M-V/def2-TZVPD" e_above_lowest_ev=0.9940 homo_lumo_gap_ev=10.863 smiles=ClCCCl.ClCCCl.ClCCCl.ClCCCl.ClCCCl.ClCCCl.CC#N.CC#N.CC#N.CC#N.CC#N total_energy_ev=-181165.726 fmax_ha_per_bohr=0.0343
Cl 2.04165 0.44505 -3.86400 0.43 -0.09 -0.54 0.6581
C 0.50286 0.99661 -4.52277 -0.41 -0.09 -0.90 -0.6992
C 0.30909 0.57625 -5.97723 0.41 -0.12 -0.06 -0.6381
Cl -1.29085 1.23772 -6.45955 0.35 -0.30 -0.15 0.5447
H 0.46948 2.08368 -4.52068 0.07 -0.05 0.30 0.0361
H -0.29577 0.56861 -3.92154 0.03 0.15 0.17 0.0214
H 0.38260 -0.49730 -6.15421 -0.63 -0.09 0.36 0.0661
H 1.08136 0.95609 -6.64547 -0.15 0.56 0.16 0.0708
Cl 5.55666 -0.91622 1.45646 0.12 0.32 -0.05 0.5849
C 4.63644 -2.09732 2.42962 0.13 -0.09 -0.95 -0.6164
C 3.60370 -2.79476 1.57102 0.22 -0.68 0.69 -0.6102
Cl 2.16053 -1.76713 1.30527 -0.17 -0.10 1.04 0.6530
H 4.20297 -1.54350 3.25550 0.03 -0.26 0.17 0.0568
H 5.38174 -2.83107 2.72731 -0.17 0.01 0.38 0.0717
H 3.34836 -3.73653 2.06135 -0.64 0.30 0.32 0.0816
H 3.92433 -3.11189 0.58005 0.38 0.56 0.40 0.0109
Cl -3.97469 3.10934 4.53611 -0.05 0.05 -0.08 0.5332
C -2.50561 2.99661 3.52765 -0.33 -0.44 -0.43 -0.6690
C -2.77406 3.23651 2.02650 0.14 0.50 1.11 -0.6422
Cl -4.06723 2.16117 1.40106 0.66 0.29 -0.01 0.5383
H -2.10820 1.99261 3.65760 0.01 0.00 0.08 0.0438
H -1.81359 3.70578 3.97340 0.16 0.10 -0.42 0.0619
H -1.82581 3.09903 1.50859 -0.13 -0.41 -0.22 0.0400
H -3.05082 4.27603 1.86555 -0.38 -0.10 -0.09 0.0701
Cl -3.40251 4.41064 -2.09022 0.16 -0.19 0.13 0.5277
C -2.16888 3.11963 -2.29655 0.53 0.73 0.22 -0.6565
C -0.78106 3.70256 -2.56581 0.10 -0.22 0.32 -0.6772
Cl -0.73190 4.82625 -3.93340 0.08 -0.08 -0.25 0.5555
H -2.54171 2.47338 -3.08370 0.21 -0.09 -0.03 0.0503
H -2.08464 2.59931 -1.34427 -0.27 -0.23 -0.08 0.0267
H -0.05484 2.90513 -2.72703 -0.30 -0.13 -0.23 0.0265
H -0.36439 4.23093 -1.70853 -0.47 0.20 0.10 0.0657
Cl -3.42997 -0.04892 -1.58409 -0.09 0.12 -0.23 0.6096
C -3.64648 -1.76247 -2.05022 -0.55 0.53 0.93 -0.6666
C -3.82587 -1.97361 -3.51681 1.00 -0.54 0.50 -0.6114
Cl -2.24922 -1.67410 -4.30786 0.01 0.04 -0.36 0.5720
H -4.53765 -2.08049 -1.50847 -0.02 -0.09 -0.10 0.0734
H -2.79791 -2.30509 -1.64093 0.02 -0.07 -0.21 0.0382
H -4.57507 -1.35095 -3.99161 -0.11 -0.16 0.05 0.0799
H -3.99107 -3.05106 -3.55879 -0.38 0.12 -0.71 0.0810
Cl -2.93569 -5.44364 3.82525 0.34 0.25 -0.06 0.5441
C -1.53934 -4.41868 3.37732 -0.04 0.72 -0.88 -0.6567
C -1.51376 -4.11087 1.87972 -0.01 -1.58 -0.16 -0.6637
Cl -2.98711 -3.39904 1.20290 -0.24 0.52 0.10 0.5646
H -0.62139 -4.96612 3.57215 -0.03 0.06 0.35 0.0646
H -1.56107 -3.47730 3.91894 -0.11 -0.26 0.42 0.0539
H -1.45956 -5.08187 1.38445 0.18 0.09 -0.13 0.0607
H -0.65083 -3.53236 1.55587 -0.01 0.22 0.36 0.0501
C 3.48957 0.58453 -0.91097 -0.14 -0.04 -0.24 -0.1565
C 4.03307 1.63548 -0.09033 0.22 0.24 0.69 -0.3115
N 4.42577 2.51352 0.53859 -0.06 0.04 0.01 0.1334
H 3.00539 1.11763 -1.72983 0.07 -0.49 -0.11 -0.0002
H 2.75121 -0.01980 -0.38427 0.10 0.36 0.04 -0.0095
H 4.26517 -0.10892 -1.23482 0.04 0.22 -0.21 0.0733
C 1.93379 4.24902 1.98467 0.11 -0.23 0.04 -0.0611
C 1.19421 3.02270 2.28477 -0.12 0.22 -0.40 -0.2265
N 0.60074 2.06046 2.48843 0.00 0.10 0.08 0.1749
H 1.35631 5.13538 2.23928 0.00 -0.08 0.27 0.0821
H 2.17486 4.31528 0.92533 0.05 -0.27 0.00 0.0744
H 2.86677 4.18944 2.54315 0.04 0.29 -0.06 0.0834
C 0.86971 -2.29261 -2.25024 -0.82 -1.07 1.13 -0.0903
C 2.15143 -2.50358 -1.60039 0.59 0.17 -0.64 -0.2723
N 3.14740 -2.73254 -1.07551 -0.31 -0.06 -1.65 0.1127
H 0.88451 -2.10967 -3.31709 0.27 0.03 0.03 0.0557
H 0.27507 -1.55293 -1.71347 0.47 0.03 -0.47 0.0256
H 0.35016 -3.22865 -2.01282 -0.17 -0.11 -0.57 0.0913
C 0.78316 -0.51681 4.34932 0.83 -0.04 0.27 -0.1008
C 0.98342 -1.93428 4.61414 -0.08 -0.09 0.36 -0.2985
N 1.16752 -3.05155 4.80490 -0.02 -0.03 -0.08 0.1455
H -0.16601 -0.36137 3.84707 0.17 0.26 -0.18 0.0602
H 1.66376 -0.21211 3.78227 -0.46 0.17 -0.59 0.0462
H 0.86668 0.09421 5.24797 -0.42 -0.27 0.22 0.0877
C -1.02526 -0.14794 0.78090 0.41 0.30 -1.22 -0.0769
C -0.25115 0.21640 -0.41395 -0.02 0.31 0.56 -0.2731
N 0.34738 0.52355 -1.34363 -0.27 0.45 0.14 0.1719
H -0.40003 -0.78770 1.39830 -0.23 0.03 0.25 0.0313
H -1.90916 -0.63541 0.37620 -0.13 -0.18 0.57 0.0085
H -1.27865 0.80165 1.24615 -0.12 -0.26 0.41 0.0383

***

[3]
70
Properties=species:S:1:pos:R:3:forces:R:3:lowdin_charge:R:1 method="wB97M-V/def2-TZVPD" homo_lumo_gap_ev=9.031 smiles="CCCCCCCCCCC[C@](C#N)(CC#N)C(F)(F)F.CN(C)C=O.CN(C)C=O" total_energy_ev=-41649.116 fmax_ha_per_bohr=0.1382
C 10.53225 -1.59776 1.14506 -0.04 -0.34 0.14 -0.1497
C 9.33831 -0.71036 0.45442 0.52 -1.30 0.89 -0.2513
C 8.38822 -0.20314 1.65709 0.45 0.67 -0.47 -0.2394
C 7.53339 1.13038 1.30975 -0.05 -0.26 0.88 -0.2127
C 6.07586 0.82779 0.67520 -0.19 0.94 -0.48 -0.2103
C 4.84427 1.29675 1.61206 -0.70 -0.48 0.46 -0.2081
C 3.44631 0.52369 1.27612 0.17 -0.55 -0.68 -0.2200
C 2.32399 1.46732 0.60147 0.49 0.53 -0.20 -0.2118
C 1.21486 2.03806 1.61832 0.33 -0.33 0.03 -0.2004
C 0.33702 0.91906 2.37057 -0.42 0.96 0.26 -0.1879
C -0.83206 0.26025 1.47054 -0.88 -0.56 1.12 -0.1163
C -0.71092 -1.36961 1.37900 -0.23 -0.35 -0.45 -0.2623
C -0.59452 -2.04684 2.84863 -0.64 -1.33 3.29 -0.0988
N -0.65782 -2.53530 3.96109 0.60 2.86 -6.48 0.1529
C 0.52631 -1.78824 0.43265 0.56 -0.30 -0.62 -0.0816
C 0.30917 -1.24603 -1.07058 -0.72 3.51 -1.68 -0.1387
N 0.10272 -0.52894 -2.02770 1.14 -4.24 5.04 0.1410
C -2.05941 -2.00007 0.70860 -1.24 -0.96 1.14 -0.3183
F -2.73335 -1.07834 -0.14249 1.82 -2.83 2.15 0.0611
F -1.79771 -3.24366 0.02650 -0.84 3.52 1.42 0.0615
F -2.95268 -2.34648 1.79363 1.76 0.99 -3.11 0.0419
H 10.62538 -2.64493 0.65097 -0.05 1.87 0.80 0.0718
H 11.55580 -1.07242 1.10722 -1.60 -0.79 -0.07 0.0694
H 10.30412 -1.77437 2.26758 0.30 0.24 -1.87 0.0671
H 9.83519 0.13772 -0.13994 -1.09 -1.20 0.84 0.1032
H 8.77288 -1.45721 -0.23491 0.84 1.70 0.95 0.1064
H 9.09892 0.07476 2.53442 -1.30 -0.60 -1.39 0.1075
H 7.70608 -1.08879 1.96707 1.09 1.59 -0.34 0.1207
H 8.17757 1.83348 0.65509 -1.13 -1.24 0.90 0.1093
H 7.39396 1.69080 2.32113 0.08 -0.87 -1.76 0.1065
H 5.95246 -0.28374 0.39506 0.29 1.68 0.54 0.1058
H 5.97641 1.44660 -0.30578 0.14 -1.25 1.52 0.1162
H 5.05847 1.07047 2.73162 -0.05 0.57 -1.91 0.1121
H 4.62084 2.42941 1.48254 0.69 -1.86 0.37 0.1122
H 3.05827 -0.03484 2.21692 0.57 1.10 -1.47 0.0993
H 3.66720 -0.31982 0.50350 -0.22 1.37 1.30 0.1030
H 1.88338 0.94786 -0.33705 0.40 0.83 1.72 0.0914
H 2.88980 2.39637 0.18514 -1.00 -1.56 0.60 0.1133
H 0.53433 2.76781 1.05039 0.89 -1.08 0.87 0.1156
H 1.76189 2.64543 2.43563 -0.83 -0.93 -1.29 0.1201
H -0.20500 1.46533 3.24311 1.00 -1.02 -1.43 0.1236
H 1.02396 0.14738 2.86856 -1.07 0.95 -0.85 0.0978
H -1.84467 0.44006 2.01575 1.73 -0.27 -0.97 0.1372
H -0.95678 0.73138 0.43016 0.53 -0.97 1.46 0.1230
H 0.72787 -2.92884 0.40328 -0.66 1.97 0.01 0.1399
H 1.47149 -1.31746 0.88976 -1.39 -0.46 -1.04 0.1060
C -3.32855 0.87172 -2.31066 -0.30 0.02 -0.19 -0.0770
N -4.29931 1.20788 -3.33126 0.54 0.20 -0.63 -0.2011
C -5.70977 1.19067 -2.99108 0.02 0.07 -0.41 -0.0589
C -3.92731 1.54013 -4.60296 -0.28 -0.07 0.35 -0.3451
O -4.68945 1.83237 -5.50604 0.07 -0.10 0.36 0.0115
H -3.52300 -0.14273 -1.95736 0.14 0.14 0.02 0.0698
H -3.42930 1.57578 -1.47961 0.14 -0.11 0.12 0.0888
H -2.31155 0.92507 -2.70412 -0.12 -0.03 -0.01 0.0674
H -6.22533 0.47565 -3.63620 -0.15 0.18 0.14 0.0858
H -6.13091 2.18415 -3.16273 -0.19 -0.19 0.04 0.0960
H -5.84853 0.90856 -1.94596 0.12 0.02 -0.10 0.0840
H -2.83513 1.52170 -4.75195 0.05 -0.04 0.11 0.1290
C -9.57100 -0.88435 0.06139 0.10 -0.15 -0.23 -0.0651
N -9.12491 -0.62587 -1.29222 -0.03 0.84 -0.05 -0.2061
C -8.72223 -1.74335 -2.12388 0.05 0.21 -0.24 -0.0426
C -9.07190 0.63774 -1.80904 0.01 -0.41 -0.02 -0.3373
O -8.70793 0.92257 -2.93496 -0.12 -0.30 0.32 0.0101
H -8.76437 -1.37288 0.61446 -0.16 0.00 0.15 0.0883
H -10.44355 -1.54203 0.02877 0.02 0.02 0.22 0.0888
H -9.84128 0.04379 0.56822 0.05 -0.06 -0.13 0.0834
H -7.68342 -1.60293 -2.43369 -0.09 -0.16 -0.09 0.0862
H -9.35316 -1.77111 -3.01596 0.15 -0.13 0.00 0.0955
H -8.81834 -2.68252 -1.57703 -0.02 0.18 0.02 0.0874
H -9.39900 1.41079 -1.09454 -0.03 -0.06 0.09 0.1321

***

no.,HOMO level (eV)
1,-6.667
2,-10.647
3,-8.800